Computed, not measured: an isolated molecule of C4H9F in a non-equilibrium geometry, with ωB97M-V/def2-TZVPD.

Geometry as XYZ:
```
14
Properties=species:S:1:pos:R:3:forces:R:3
F 2.2605 -0.9739 -0.2748 0.014 1.675 0.447
H 0.0868 1.5259 -0.2703 0.062 1.984 0.223
C 1.8433 0.3421 0.2065 0.734 -0.826 -2.810
C -0.4056 -0.3323 0.4307 -2.316 -1.223 -1.831
H 2.5139 1.1183 -0.1247 0.819 -0.203 0.138
H -1.9756 -0.7317 -1.3080 0.861 0.005 2.168
C 0.5027 0.5683 -0.3301 -0.996 -1.394 -1.475
H -0.4329 -0.1354 1.4601 -0.447 1.194 1.560
H -2.1999 0.6184 -0.2660 0.107 0.138 0.113
H 0.4946 0.3101 -1.4092 -0.010 0.045 0.464
C -1.8421 -0.4179 -0.1841 0.386 1.467 -2.164
H 0.0673 -1.2660 0.4779 0.414 -1.840 -0.477
H -2.6290 -0.8549 0.3799 -0.249 -0.985 0.707
H 1.7160 0.2289 1.2120 0.622 -0.037 2.937
```
Forces are in eV/Å.

The SMILES is CCCCF. The largest force on an atom comes out at 0.0621 hartree/bohr. The LUMO energy is 1.21 eV. The calculation puts the HOMO-LUMO gap at 12.50 eV. Its energy above the lowest of the compared OMol25 structures with the same formula, charge and spin is 120.5 kJ/mol. As for the HOMO energy: -11.29 eV.

Computed, not measured: an isolated molecule of C4H9F2OP in a non-equilibrium geometry, with ωB97M-V/def2-TZVPD.

Geometry as XYZ:
```
17
Properties=species:S:1:pos:R:3:forces:R:3
C 0.5669 0.6754 1.2555 -1.588 1.772 2.006
C -0.2715 1.0658 -1.1406 -1.442 -0.700 0.826
H 0.1446 -1.9368 -0.6916 -1.452 -1.624 -0.836
F -2.3894 -0.8469 -1.1190 -0.980 0.559 0.800
H 1.1194 -2.2401 1.0450 1.012 0.048 0.372
O 1.6793 -1.6293 0.5291 -1.359 -0.923 1.440
C -0.1861 0.0616 0.0257 2.759 -0.382 1.020
H 1.5774 0.3937 1.2168 1.343 -0.409 -0.295
H -0.5473 1.9545 -0.6660 -1.127 1.599 0.319
P -1.8984 -0.5787 0.4035 0.839 -0.335 -0.289
C 0.7187 -1.1409 -0.3726 2.702 1.396 -2.485
H 0.6237 1.8394 1.3364 -0.840 -2.028 -0.298
F -2.6032 0.9083 0.6071 -0.630 0.044 -0.923
H 0.2437 0.2480 2.2973 0.215 0.875 -2.003
H 0.6786 1.2944 -1.4789 2.271 -0.119 -0.700
H -0.8964 0.8512 -2.0030 -0.150 -0.300 0.275
H 1.4397 -0.9197 -1.2446 -1.573 0.526 0.771
```
Forces are in eV/Å.

The multiplicity is 3. The largest force on an atom comes out at 0.0764 hartree/bohr. The LUMO energy (alpha / beta) is 0.72 / -3.26 eV. The calculation puts the HOMO-LUMO gap (alpha / beta) at 5.93 / 7.51 eV. As for the HOMO energy (alpha / beta): -5.21 / -10.77 eV.

Computed, not measured: an isolated molecule of C4H9FN2 in a non-equilibrium geometry, with ωB97M-V/def2-TZVPD.

Geometry as XYZ:
```
16
Properties=species:S:1:pos:R:3:forces:R:3
H -1.5666 1.6692 -0.7261 1.676 0.826 1.855
H -1.1804 2.0905 1.0395 0.837 -0.393 -0.569
F -2.1184 -2.0402 0.0253 0.861 1.044 -1.014
C -0.1820 -0.5944 -0.0760 3.755 0.579 0.891
H -0.1801 2.7199 -0.3911 0.036 0.664 0.425
H 2.2516 -0.4868 -0.8194 0.129 0.542 -0.378
H -1.9286 -0.2483 -0.9410 -1.916 1.298 -2.517
C -0.6837 1.8803 0.0578 -2.617 -1.184 -2.914
C -1.5983 -0.7142 -0.1090 -1.615 -3.337 4.415
H 2.6884 -2.1748 -0.3496 -1.221 1.942 1.126
H 1.0583 0.9924 0.5483 -1.445 -1.310 -1.803
C 2.0865 -1.2066 -0.0410 -0.320 -1.869 0.936
H -1.9150 -0.3311 0.8756 -0.442 0.830 -0.749
H 2.3786 -0.7671 0.9566 0.408 -0.621 -0.996
N 0.6381 -1.5415 0.0849 0.728 -0.589 -1.088
N 0.2518 0.7525 -0.1348 1.145 1.577 2.380
```
Forces are in eV/Å.

The SMILES is C/N=C(/CF)NC. The largest force on an atom comes out at 0.1121 hartree/bohr. The LUMO energy is 0.72 eV. The calculation puts the HOMO-LUMO gap at 9.74 eV. Its energy above the lowest of the compared OMol25 structures with the same formula, charge and spin is 215.6 kJ/mol. As for the HOMO energy: -9.02 eV.